Entry 1:
Density functional theory data (ωB97M-V/def2-TZVPD) for 4 unconnected molecules or ions with the total composition C3H14O4 at a distorted geometry.

```
21
C3H14O4, DFT ωB97M-V/def2-TZVPD
C 0.197 -1.520 0.671
C -0.259 -1.400 -0.768
C -0.448 -2.778 -1.372
O -1.413 -0.596 -0.787
H -0.083 -0.594 1.193
H -0.409 -2.273 1.185
H 1.263 -1.656 0.846
H 0.552 -0.953 -1.356
H 0.525 -3.252 -1.327
H -1.212 -3.348 -0.858
H -0.696 -2.753 -2.431
H -1.768 -0.688 -1.688
H -1.432 1.431 0.969
H -0.960 2.401 2.081
O -1.334 2.364 1.197
H -0.232 2.187 -1.436
H 0.340 2.292 -0.027
O 0.599 2.167 -0.951
H 2.324 3.059 0.844
H 2.288 3.303 2.333
O 2.159 2.606 1.681
```

Values from the calculation:
Relative energy (zero: lowest compared OMol25 entry of this formula, charge and spin): 0.567 eV
Orbital gap: 10.97 eV
LUMO energy: 0.66 eV
2S+1: 1
E: -11528.041 eV
Molecular weight: 114.1 g/mol



Entry 2:
Density functional theory data (ωB97M-V/def2-TZVPD) for a molecular structure, C19H19F4NO4S2 at a distorted geometry.

```
49
C19H19F4NO4S2, DFT ωB97M-V/def2-TZVPD
O 1.162 -6.678 1.724
S 1.407 -5.832 0.626
O 2.700 -5.283 0.578
F 1.234 -6.679 -0.660
N 0.199 -4.699 0.415
S 0.806 -3.292 -0.405
C -0.505 -4.372 1.660
O -1.904 -4.335 1.404
O -2.216 -5.553 0.770
H 1.530 -2.610 0.507
H -0.271 -3.375 2.015
H -0.349 -5.087 2.465
H -2.549 -5.318 -0.109
F 2.130 -0.690 0.206
C 1.954 0.459 0.904
C 3.050 1.068 1.478
C 2.866 2.245 2.187
C 1.595 2.786 2.319
C 0.503 2.155 1.738
C 0.684 0.982 1.019
H 4.031 0.624 1.368
H 3.716 2.739 2.637
H 1.456 3.703 2.878
H -0.488 2.574 1.843
H -0.151 0.477 0.550
F -1.122 -2.258 -3.609
C -0.130 -2.333 -4.517
C 0.702 -1.247 -4.697
C 1.727 -1.329 -5.628
C 1.901 -2.488 -6.371
C 1.053 -3.569 -6.179
C 0.033 -3.496 -5.242
H 0.546 -0.349 -4.114
H 2.390 -0.487 -5.774
H 2.699 -2.549 -7.099
H 1.185 -4.472 -6.760
H -0.633 -4.332 -5.072
F -2.385 3.792 1.532
C -2.565 4.936 2.224
C -1.473 5.554 2.798
C -1.661 6.732 3.504
C -2.934 7.270 3.635
C -4.020 6.631 3.054
C -3.837 5.458 2.338
H -0.490 5.115 2.690
H -0.813 7.231 3.954
H -3.078 8.187 4.190
H -5.013 7.047 3.159
H -4.670 4.949 1.871
```

Values from the calculation:
Orbital gap: 9.94 eV
LUMO energy: 0.60 eV
2S+1: 1
E: -62227.242 eV
Molecular weight: 465.5 g/mol



Entry 3:
Density functional theory data (ωB97M-V/def2-TZVPD) for a single C12H16O molecule at a distorted geometry.

```
29
C12H16O, DFT ωB97M-V/def2-TZVPD
O -0.778 2.568 0.644
C -1.738 -0.814 -1.671
C -0.928 -2.140 0.144
C -1.114 0.303 -1.146
C -1.661 -2.030 -1.020
C -0.273 -1.020 0.723
C -0.372 0.273 0.083
C -2.384 -3.224 -1.582
C 0.520 -1.197 2.008
C 0.249 1.556 0.609
C 2.353 3.143 0.299
C 2.823 1.678 0.207
C 1.407 2.074 -0.225
H -1.617 2.213 0.956
H -2.313 -0.774 -2.592
H -0.785 -3.106 0.626
H -1.140 1.265 -1.654
H -2.625 -3.098 -2.653
H -3.359 -3.328 -1.104
H -1.791 -4.112 -1.524
H 0.441 -2.215 2.445
H 0.190 -0.509 2.787
H 1.604 -0.998 1.824
H 0.610 1.397 1.639
H 2.207 3.552 1.316
H 2.734 3.865 -0.431
H 3.587 1.415 -0.572
H 2.881 1.099 1.148
H 1.272 2.163 -1.282
```

Values from the calculation:
Relative energy (zero: lowest compared OMol25 entry of this formula, charge and spin): 1.010 eV
Orbital gap: 9.61 eV
LUMO energy: 0.89 eV
2S+1: 1
E: -14750.136 eV
Molecular weight: 176.3 g/mol



Entry 4:
Density functional theory data (ωB97M-V/def2-TZVPD) for 2 unconnected molecules or ions with the total composition C4H7NO2 at a distorted geometry.

```
14
C4H7NO2, DFT ωB97M-V/def2-TZVPD
C -0.287 -1.496 -1.135
C 0.238 -0.719 0.052
C 1.180 0.662 -0.004
C -0.945 0.084 0.562
H -0.915 -2.357 -0.935
H -0.638 -0.652 -1.956
H 0.476 -2.141 -1.642
H 0.774 -1.204 0.939
H 1.512 0.906 -1.168
H 2.038 0.885 0.847
H -0.789 2.475 2.000
N -0.260 1.268 0.475
O -0.488 2.647 0.665
O -1.894 -0.357 1.301
```

Values from the calculation:
Relative energy (zero: lowest compared OMol25 entry of this formula, charge and spin): 7.363 eV
Orbital gap: 9.17 eV
LUMO energy: -0.24 eV
2S+1: 1
E: -9839.917 eV
Molecular weight: 101.1 g/mol



Entry 5:
Density functional theory data (ωB97M-V/def2-TZVPD) for 2 unconnected molecules or ions with the total composition C12H19N2S at a distorted geometry.

```
34
C12H19N2S, DFT ωB97M-V/def2-TZVPD
C -1.272 -0.288 1.034
C 0.791 -1.133 1.977
C -1.375 0.560 2.073
C 0.544 -0.450 3.128
C -0.146 -1.105 0.906
C -0.541 0.430 3.224
C 0.124 -1.845 -0.249
C 1.323 0.790 -2.405
C 2.477 1.542 -3.092
C -0.043 1.269 -2.774
C -0.072 -3.005 -2.289
C -2.193 2.373 4.281
N 1.448 -0.179 -1.582
N -0.671 -2.206 -1.230
S -0.946 1.169 4.739
H -2.065 -0.437 0.389
H 1.708 -1.620 1.919
H -2.297 1.002 2.072
H 1.313 -0.407 3.859
H 3.296 1.722 -2.330
H 2.076 2.357 -3.513
H 2.799 0.845 -3.796
H -0.120 2.253 -2.403
H -0.827 0.584 -2.367
H -0.050 1.462 -3.790
H -0.819 -2.994 -3.074
H 0.806 -2.506 -2.516
H -0.107 -4.028 -1.875
H -3.168 2.170 4.647
H -2.168 2.536 3.245
H -1.844 3.403 4.708
H 2.474 -0.277 -1.403
H -1.567 -1.817 -1.297
H 1.113 -2.170 -0.217
```

Values from the calculation:
Relative energy (zero: lowest compared OMol25 entry of this formula, charge and spin): 2.475 eV
Orbital gap: 7.41 eV
LUMO energy: -3.91 eV
2S+1: 1
E: -26559.621 eV
Net charge: +1
Molecular weight: 223.4 g/mol



Entry 6:
Density functional theory data (ωB97M-V/def2-TZVPD) for 2 unconnected molecules or ions with the total composition C2H3N2O2 at a distorted geometry.

```
9
C2H3N2O2, DFT ωB97M-V/def2-TZVPD
C -1.273 0.027 -0.967
C 1.308 -0.689 0.901
N -0.909 1.018 -1.548
N 0.053 -0.334 0.881
O 1.594 -0.733 2.075
O -0.331 1.853 -2.102
H -2.127 -0.496 -0.929
H 2.171 -0.835 0.103
H -0.487 0.189 1.586
```

Values from the calculation:
Relative energy (zero: lowest compared OMol25 entry of this formula, charge and spin): 8.400 eV
Orbital gap (alpha / beta): 6.94 / 6.96 eV
LUMO energy (alpha / beta): -9.08 / -9.07 eV
2S+1: 1
E: -9181.924 eV
Net charge: +1
Molecular weight: 87.1 g/mol



Entry 7:
Density functional theory data (ωB97M-V/def2-TZVPD) for a molecular structure, C41H33AlN2OP2S2 at a distorted geometry.

```
82
C41H33AlN2OP2S2, DFT ωB97M-V/def2-TZVPD
Al -0.339 0.088 0.213
O 1.538 0.250 -0.097
S 1.585 1.598 0.663
C 2.781 1.145 1.954
C 3.946 1.788 2.323
C 4.589 1.413 3.500
C 4.045 0.433 4.313
C 2.880 -0.214 3.934
C 2.240 0.118 2.744
P 0.789 -0.887 2.205
C 0.045 -1.563 3.710
C 0.139 -2.899 4.091
C -0.554 -3.336 5.209
C -1.336 -2.451 5.936
C -1.435 -1.123 5.549
C -0.756 -0.678 4.432
C 1.620 -2.247 1.327
C 2.746 -2.910 1.808
C 3.374 -3.854 1.013
C 2.888 -4.143 -0.252
C 1.757 -3.495 -0.729
C 1.133 -2.552 0.061
C 1.935 2.705 -0.719
C 2.803 3.782 -0.661
C 2.850 4.684 -1.715
C 2.054 4.489 -2.832
C 1.176 3.420 -2.878
C 1.068 2.533 -1.809
P -0.184 1.192 -2.013
C 0.419 0.390 -3.532
C -0.039 0.772 -4.793
C 0.487 0.169 -5.922
C 1.459 -0.811 -5.800
C 1.901 -1.203 -4.545
C 1.381 -0.608 -3.410
C -1.776 1.917 -2.481
C -2.709 0.951 -2.868
C -4.022 1.313 -3.098
C -4.410 2.636 -2.928
C -3.485 3.596 -2.548
C -2.164 3.240 -2.318
H 4.376 2.563 1.712
H 5.500 1.913 3.790
H 4.515 0.167 5.248
H 2.438 -0.955 4.587
H 0.745 -3.592 3.524
H -0.491 -4.371 5.507
H -1.871 -2.794 6.808
H -2.045 -0.437 6.114
H -0.844 0.349 4.098
H 3.138 -2.684 2.788
H 4.254 -4.359 1.378
H 3.401 -4.855 -0.879
H 1.374 -3.725 -1.711
H 0.254 -1.998 -0.313
H 3.442 3.930 0.194
H 3.506 5.537 -1.658
H 2.101 5.176 -3.663
H 0.555 3.276 -3.752
H -0.805 1.526 -4.895
H 0.135 0.465 -6.900
H 1.872 -1.270 -6.685
H 2.648 -1.978 -4.454
H 1.719 -0.909 -2.426
H -2.387 -0.081 -2.994
H -4.742 0.568 -3.407
H -5.438 2.918 -3.099
H -3.795 4.623 -2.423
H -1.447 3.986 -2.006
C -6.114 -0.896 1.238
C -4.713 -0.878 0.780
C -4.106 -1.968 0.122
C -2.763 -1.897 -0.144
N -2.039 -0.808 0.176
C -2.724 0.228 0.740
S -1.788 1.618 1.101
N -3.996 0.205 1.044
H -6.119 -1.164 2.297
H -6.714 -1.617 0.693
H -6.551 0.096 1.170
H -4.680 -2.840 -0.139
H -2.217 -2.715 -0.596
```

Values from the calculation:
Relative energy (zero: lowest compared OMol25 entry of this formula, charge and spin): 0.024 eV
Orbital gap: 8.20 eV
LUMO energy: -5.61 eV
2S+1: 1
E: -94914.574 eV
Net charge: +2
Molecular weight: 722.8 g/mol



Entry 8:
Density functional theory data (ωB97M-V/def2-TZVPD) for a molecular structure, C5H12NO at a distorted geometry.

```
19
C5H12NO, DFT ωB97M-V/def2-TZVPD
C 2.832 -1.626 0.928
N 2.042 -2.792 1.313
C -0.791 0.563 -0.288
C -1.738 1.315 -0.995
C -1.824 2.794 -0.535
O -2.302 2.740 0.718
C -0.476 -0.908 -0.387
H 2.962 -1.634 -0.183
H 2.177 -0.744 1.086
H 3.770 -1.431 1.489
H 2.502 -3.551 0.809
H -0.141 1.098 0.398
H -1.900 0.737 0.237
H -2.596 0.883 -1.502
H -2.434 3.317 -1.300
H -0.821 3.263 -0.596
H -0.939 -1.481 0.421
H -0.891 -1.337 -1.301
H 0.572 -1.207 -0.312
```

Values from the calculation:
Relative energy (zero: lowest compared OMol25 entry of this formula, charge and spin): 5.896 eV
Orbital gap: 3.90 eV
LUMO energy: 2.54 eV
2S+1: 1
E: -8911.168 eV
Net charge: -1
Molecular weight: 102.2 g/mol